C4H17NO6 | ωB97M-V with the def2-TZVPD basis set

Each line ends with the natural charge from an NBO analysis.
Atoms and positions in Å:
C (2.24728, 0.03796, 1.12075)  -0.64
C (1.37792, 1.32026, 1.17086)  -0.49
C (1.35802, 2.06858, -0.19136)  0.70
O (1.09079, 3.25712, -0.25790)  -0.61
N (1.65840, 1.52830, -1.47795)  -0.66
C (1.40592, 0.19557, -1.92796)  0.09
O (-0.07281, 0.00652, -1.88871)  -0.80
H (2.03739, -0.38307, 2.10888)  0.25
H (1.80893, -0.76767, 0.56052)  0.20
H (3.28020, 0.27780, 0.88303)  0.21
H (1.69691, 2.13578, 1.81225)  0.24
H (0.33950, 1.07790, 1.39301)  0.25
H (1.46949, 2.24658, -2.15079)  0.40
H (1.58238, 0.08541, -3.00222)  0.18
H (1.75778, -0.55265, -1.25816)  0.20
H (-0.40184, 0.03229, -2.77803)  0.47
O (-2.82887, -0.35107, 1.80288)  -1.00
H (-3.11249, 0.14644, 1.05593)  0.52
H (-2.80247, -1.31675, 1.85043)  0.49
O (-0.16746, -0.94785, 2.52504)  -0.96
H (-0.52992, -0.35196, 3.17909)  0.48
H (-0.94519, -1.09296, 1.96113)  0.48
O (-1.86288, -2.97704, -1.10358)  -0.96
H (-2.04033, -2.02278, -1.10235)  0.48
H (-0.95524, -3.02174, -0.81980)  0.46
O (-2.62607, -0.37840, -0.88442)  -0.99
H (-1.66828, -0.15212, -0.92731)  0.52
H (-3.09710, -0.10046, -1.65328)  0.49

## Properties
- E_LUMO (eV) = 0.13
- strongest force on any atom (eV/Å) = 3.1
- SMILES = CCC(=O)NCO.O.O.O.O
- Kohn-Sham gap (eV) = 9.877
- E_HOMO (eV) = -9.75